The molecule C23H29N3O5S, computed with ωB97M-V/def2-TZVPD.

* net charge: 0
* F_max: 0.7 eV/Å
* SMILES string: CCOC(=O)N1CCN(CC(=O)Nc2sc(CC)cc2C(=O)c2ccc(OC)cc2)CC1
* spin multiplicity: 1
* E: -49865.902 eV
* HOMO energy: -8.02 eV

CARTESIAN COORDINATES (ANGSTROEM)
C1 -7.18647 -1.90750 -1.76285
C2 -6.69684 -1.51271 -0.38197
H1 -7.36122 -0.77341 0.08007
H2 -6.64324 -2.38073 0.28471
O1 -5.39417 -0.94861 -0.51532
C3 -4.82059 -0.55077 0.64609
O2 -5.37195 -0.62647 1.72064
N1 -3.55853 -0.10406 0.46692
C4 -2.95312 0.16169 -0.81645
H3 -1.93355 -0.23665 -0.79406
C5 -2.89583 1.67594 -1.04574
N2 -2.15035 2.27802 0.04181
C6 -1.68878 3.63255 -0.18447
C7 -0.16377 3.67385 -0.26203
O3 0.49289 4.68414 -0.41341
N3 0.39805 2.44764 -0.14266
C8 1.74023 2.23011 -0.15807
C9 2.34490 0.98566 -0.05840
C10 3.76639 1.11588 -0.06714
C11 4.19390 2.39190 -0.20230
S1 2.85959 3.52360 -0.32112
C12 5.59532 2.89774 -0.21841
C13 5.91732 3.67935 1.05635
H4 5.79498 3.04352 1.93018
H5 5.24879 4.53151 1.15207
H6 6.94205 4.04119 1.02946
H7 6.27686 2.04991 -0.31434
H8 5.73748 3.55150 -1.08233
H9 4.43320 0.28096 0.05104
C14 1.55534 -0.22453 0.07213
O4 0.33799 -0.19369 0.26706
C15 2.26118 -1.52210 -0.03056
C16 1.89632 -2.55463 0.82649
C17 2.51252 -3.78962 0.76322
C18 3.49554 -4.02351 -0.19447
C19 3.83621 -3.00080 -1.08502
C20 3.23232 -1.76714 -1.00196
H10 3.48688 -0.99822 -1.71568
H11 4.58080 -3.20763 -1.83749
O5 4.16719 -5.19207 -0.35357
C21 3.86120 -6.27081 0.49782
H12 4.06360 -6.02577 1.54529
H13 2.81756 -6.58288 0.39136
H14 4.51352 -7.08508 0.18670
H15 2.21623 -4.56023 1.45708
H16 1.12618 -2.37380 1.56161
H17 -0.20775 1.62858 0.01002
H18 -1.99946 4.31172 0.61682
H19 -2.08047 4.04963 -1.11885
C22 -2.78705 2.03638 1.32246
C23 -2.85072 0.52502 1.55895
H20 -1.83609 0.11754 1.58683
H21 -3.37632 0.29791 2.48648
H22 -3.80855 2.45346 1.35879
H23 -2.18908 2.50143 2.10802
H24 -3.92402 2.07431 -1.11002
H25 -2.37983 1.88152 -1.98551
H26 -3.52661 -0.32830 -1.60068
H27 -6.51174 -2.63600 -2.20441
H28 -8.17925 -2.34121 -1.68729
H29 -7.22716 -1.03526 -2.40992

A 2-piece molecular cluster, CH4S3 overall, computed with ωB97M-V/def2-TZVPD.

* net charge: 0
* F_max: 2.8 eV/Å
* spin multiplicity: 1
* E: -33606.523 eV
* HOMO energy: -9.75 eV

CARTESIAN COORDINATES (ANGSTROEM)
C1 -0.08754 0.04716 0.00875
S1 4.48826 1.60768 0.28676
S2 4.73737 -1.65231 0.24654
S3 4.11286 -0.04804 -0.63213
H1 0.30636 0.64368 0.77865
H2 0.53004 0.10481 -0.80810
H3 0.11145 -0.98882 0.28014
H4 -1.14136 0.00949 -0.23717

A 10-piece molecular cluster, C30H32F10O27Si overall, computed with ωB97M-V/def2-TZVPD.

* net charge: 0
* F_max: 7.1 eV/Å
* SMILES string: O=C1OC[C@@H](F)O1.O=C1OC[C@@H](F)O1.O=C1OC[C@@H](F)O1.O=C1OC[C@@H](F)O1.O=C1OC[C@@H](F)O1.O=C1OC[C@@H](F)O1.O=C1OC[C@@H](F)O1.O=C1OC[C@@H](F)O1.O=C1OC[C@@H](F)O1.C#CC[SiH2]F
* spin multiplicity: 1
* E: -121962.656 eV
* HOMO energy: -9.32 eV

CARTESIAN COORDINATES (ANGSTROEM)
C1 0.00130 -1.38470 4.70429
C2 -1.16020 -0.77844 4.48819
C3 -2.63750 -0.14831 4.15750
Si1 -3.89330 -1.59015 4.56584
F1 -3.28615 -2.34778 6.00550
H1 0.78556 -2.23372 4.67283
H2 -2.69150 0.12727 3.04232
H3 -2.83746 0.73176 4.87083
H4 -3.96608 -2.49183 3.40575
H5 -5.18497 -0.98700 4.88073
C4 1.42906 -3.75663 0.80539
C5 0.52491 -4.56012 1.68137
O1 -0.39259 -3.60172 2.16762
C6 -0.46833 -2.65291 1.19658
O2 -1.33335 -1.82968 1.13261
O3 0.55626 -2.75665 0.30418
F2 1.20278 -5.07925 2.73279
H6 2.24343 -3.28193 1.36045
H7 1.85658 -4.34788 -0.00620
H8 -0.01658 -5.35515 1.15987
C7 -2.36050 -3.00747 -1.57025
C8 -3.17302 -2.78068 -2.80160
O4 -2.34873 -3.28829 -3.83255
C9 -1.60628 -4.27015 -3.24907
O5 -0.99266 -5.10415 -3.85929
O6 -1.64997 -4.19604 -1.88816
F3 -3.36642 -1.45729 -3.01847
H9 -1.64866 -2.19965 -1.37762
H10 -2.98031 -3.14627 -0.68306
H11 -4.13400 -3.30246 -2.80858
C10 -5.52026 -7.19518 -5.62800
C11 -4.64550 -6.06512 -6.06482
O7 -4.85243 -5.09032 -5.06371
C12 -5.15140 -5.79048 -3.93478
O8 -5.12461 -5.32606 -2.82754
O9 -5.47684 -7.08408 -4.21352
F4 -5.06082 -5.55965 -7.24979
H12 -6.55379 -7.08546 -5.96929
H13 -5.14336 -8.16495 -5.95741
H14 -3.58171 -6.31492 -6.12048
C13 -1.29027 3.43392 1.39647
C14 -2.24146 4.56071 1.16593
O10 -3.47521 3.90515 0.95517
C15 -3.39497 2.74743 1.66993
O11 -4.33976 2.06271 1.95272
O12 -2.11108 2.46504 2.03158
F5 -1.91998 5.24446 0.04125
H15 -0.89356 3.01838 0.46552
H16 -0.45444 3.72012 2.03641
H17 -2.33084 5.25255 2.00874
C16 1.04917 -1.38147 -3.11426
C17 1.86382 -1.77793 -4.30234
O13 3.16520 -1.91821 -3.76931
C18 2.98573 -2.28287 -2.46914
O14 3.84932 -2.75101 -1.77495
O15 1.70965 -2.06061 -2.05257
F6 1.88368 -0.79170 -5.23111
H18 1.07157 -0.30012 -2.92421
H19 0.00837 -1.70072 -3.19816
H20 1.55352 -2.71862 -4.76763
C19 6.57545 -1.13022 -0.71953
C20 7.44803 0.00133 -1.15662
O16 7.23989 0.97644 -0.15675
C21 6.94178 0.27563 0.97472
O17 6.96716 0.73938 2.07997
O18 6.61846 -1.01952 0.69525
F7 7.03126 0.50654 -2.34329
H21 5.54199 -1.02299 -1.06059
H22 6.95410 -2.09923 -1.04894
H23 8.51227 -0.24677 -1.21258
C22 -0.87129 0.84996 7.93447
C23 -0.00280 1.98018 7.48688
O19 -0.20627 2.96005 8.48390
C24 -0.49675 2.26440 9.61992
O20 -0.46542 2.73344 10.72325
O21 -0.82013 0.96742 9.34846
F8 -0.42704 2.47903 6.30106
H24 -1.90735 0.95472 7.59896
H25 -0.49336 -0.12006 7.60699
H26 1.06119 1.73284 7.42578
C25 -0.08568 9.06261 0.78414
C26 0.77866 8.79867 -0.40593
O22 1.49953 7.64249 -0.03291
C27 0.68155 6.96753 0.82186
O23 0.83333 5.81914 1.13386
O24 -0.33613 7.75426 1.27412
F9 1.65782 9.80911 -0.60126
H27 0.42440 9.64761 1.55500
H28 -1.01628 9.56749 0.51924
H29 0.22521 8.60480 -1.32964
C28 3.76396 2.64690 -4.12486
C29 2.81730 3.77839 -4.36230
O25 1.58600 3.12655 -4.59818
C30 1.65256 1.96470 -3.89237
O26 0.70197 1.27851 -3.62987
O27 2.92908 1.67646 -3.51188
F10 3.15731 4.47074 -5.47440
H30 4.17505 2.23833 -5.05255
H31 4.59000 2.92552 -3.46821
H32 2.71417 4.46383 -3.51571

A 2-piece molecular cluster, C7H12 overall, computed with ωB97M-V/def2-TZVPD.

* net charge: 0
* F_max: 0.3 eV/Å
* SMILES string: C=C/C=C\C.C=C
* spin multiplicity: 1
* E: -7451.221 eV
* HOMO energy: -8.73 eV

CARTESIAN COORDINATES (ANGSTROEM)
C1 0.24712 2.03338 -0.03920
C2 1.16710 1.06538 -0.72061
C3 0.84011 -0.12488 -1.23867
C4 0.77399 -1.34835 1.45014
C5 -0.48001 -1.16705 1.84318
C6 -1.65500 -0.35828 -0.87161
C7 -0.50369 -0.66209 -1.47755
H1 0.77157 2.95622 0.22098
H2 -0.63012 2.28479 -0.64909
H3 -0.12958 1.59223 0.89396
H4 2.21266 1.35616 -0.79338
H5 1.65821 -0.74739 -1.60185
H6 1.05385 -2.18987 0.81969
H7 1.56762 -0.64939 1.69833
H8 -1.27191 -1.85042 1.54697
H9 -0.77964 -0.30303 2.43251
H10 -1.72259 0.31185 -0.02113
H11 -2.58324 -0.81731 -1.19887
H12 -0.53644 -1.38196 -2.29380

A 2-piece molecular cluster, C32H40FNO11S overall, computed with ωB97M-V/def2-TZVPD.

* net charge: 0
* F_max: 1.0 eV/Å
* SMILES string: CCOCc1c(CCOC(=O)CC)c(N)c2c(c1COc1cc(C)ccc1C(C)C)C(=O)C(S(=O)(=O)F)=CC2=O.COC(=O)OC
* spin multiplicity: 1
* E: -71396.771 eV
* HOMO energy: -8.64 eV

CARTESIAN COORDINATES (ANGSTROEM)
C1 -3.29567 0.11702 2.62304
C2 -2.56359 0.04164 1.29608
O1 -2.63639 1.30651 0.66902
C3 -1.75101 1.55760 -0.42827
C4 -1.39633 0.34574 -1.25881
C5 -2.26020 -0.03912 -2.28368
C6 -3.50781 0.74054 -2.64068
C7 -4.55011 1.00970 -1.54924
O2 -4.58637 2.42379 -1.28378
C8 -5.39051 2.76244 -0.23157
O3 -6.53370 2.38987 -0.17532
C9 -4.76008 3.63868 0.80976
C10 -3.76954 4.67347 0.26738
C11 -1.92870 -1.16065 -3.07829
N1 -2.78340 -1.52516 -4.13265
C12 -0.75055 -1.86829 -2.81298
C13 0.10050 -1.45674 -1.77387
C14 -0.19416 -0.34641 -1.00049
C15 0.74230 0.08476 0.10852
O4 1.91572 0.71124 -0.38248
C16 2.01089 2.06837 -0.16962
C17 1.77411 2.62103 1.08673
C18 1.91147 3.98005 1.32790
C19 1.62464 4.55232 2.69181
C20 2.33213 4.79197 0.27903
C21 2.57742 4.23359 -0.96747
C22 2.42412 2.87541 -1.22721
C23 2.76415 2.34798 -2.60369
C24 4.20263 1.77563 -2.60523
C25 1.73871 1.36520 -3.20768
C26 1.31401 -2.29396 -1.53686
O5 2.38772 -1.89432 -1.16977
C27 1.11303 -3.75388 -1.84957
S1 1.93338 -4.98972 -0.88562
O6 3.05178 -5.53712 -1.56358
O7 0.92759 -5.84173 -0.34807
F1 2.45520 -4.13212 0.30059
C28 0.32794 -4.13832 -2.84767
C29 -0.37940 -3.06581 -3.60659
O8 -0.60893 -3.19930 -4.78857
H1 -3.52388 -0.89880 2.95033
H2 -4.24526 0.63977 2.52007
H3 -2.68820 0.57505 3.40089
H4 -1.53614 -0.27863 1.48577
H5 -3.03893 -0.73629 0.68573
H6 -2.26393 2.27122 -1.06926
H7 -0.86387 2.06025 -0.04662
H8 -4.01847 0.27436 -3.47257
H9 -3.18942 1.72010 -3.00806
H10 -5.53562 0.73706 -1.92725
H11 -4.38276 0.44603 -0.63454
H12 -4.25916 3.01356 1.54970
H13 -5.55926 4.15775 1.33535
H14 -4.31559 5.48470 -0.21721
H15 -3.10366 4.24779 -0.47698
H16 -3.19108 5.12411 1.07082
H17 -2.47551 -2.36260 -4.60880
H18 -3.72159 -1.69994 -3.79247
H19 0.21620 0.72702 0.80348
H20 1.03766 -0.80181 0.67487
H21 1.46989 1.97755 1.90380
H22 2.56154 4.87966 3.14546
H23 0.97316 5.42200 2.62325
H24 1.16545 3.80866 3.33875
H25 2.47693 5.85525 0.41918
H26 2.91773 4.88258 -1.76570
H27 2.78536 3.21877 -3.25972
H28 4.90484 2.53638 -2.94994
H29 4.52114 1.51215 -1.59789
H30 4.30099 0.91626 -3.26546
H31 0.78775 1.37677 -2.68485
H32 1.57624 1.63073 -4.25336
H33 2.15228 0.35758 -3.22223
H34 0.19010 -5.17820 -3.11372
C30 3.88984 -5.25588 2.58557
O9 3.46627 -6.05747 3.69440
C31 3.48749 -5.42698 4.86481
O10 3.81769 -4.28414 5.04776
O11 3.07739 -6.27826 5.80567
C32 3.05170 -5.72719 7.12391
H35 3.81977 -5.89122 1.70901
H36 3.24388 -4.39268 2.47689
H37 4.92115 -4.93514 2.72219
H38 2.36590 -4.88368 7.17461
H39 4.04806 -5.41311 7.42865
H40 2.70292 -6.52299 7.77520

A 2-piece molecular cluster, C12H15N5O2 overall, computed with ωB97M-V/def2-TZVPD.

* net charge: 0
* F_max: 2.4 eV/Å
* spin multiplicity: 1
* E: -24226.160 eV
* HOMO energy: -4.39 eV

CARTESIAN COORDINATES (ANGSTROEM)
N1 -3.08366 -0.69713 -2.65253
C1 -2.90703 -0.74548 -1.33833
N2 -1.78887 -0.18669 -0.77808
C2 -1.95613 -0.41493 0.53379
C3 -0.90396 0.10113 1.44444
C4 -1.15223 1.33786 2.06582
C5 -0.20606 1.93221 2.90064
C6 1.00738 1.26267 3.10845
C7 1.24842 0.03324 2.49518
C8 0.30538 -0.56133 1.66592
N3 -3.09323 -1.06690 0.81994
N4 -3.69104 -1.26624 -0.38832
N5 -4.94039 -1.88884 -0.60174
C9 -5.74522 -0.98934 -0.98828
O1 -6.34388 -0.22545 -1.59853
H1 -2.36466 -0.21801 -3.17728
H2 -3.89626 -1.05659 -3.12565
H3 -2.09537 1.85407 1.86309
H4 -0.44379 2.90480 3.32762
H5 1.75060 1.74080 3.74718
H6 2.21654 -0.44313 2.66204
H7 0.50728 -1.50349 1.15678
H8 -3.41654 -1.34432 1.73635
C10 4.28638 -0.62108 -2.22076
C11 3.40629 -0.32341 -0.98874
C12 3.38475 1.20276 -0.75845
O2 3.93617 -0.92629 0.09936
H9 5.31362 -0.28212 -2.06733
H10 4.30738 -1.69259 -2.43370
H11 3.89932 -0.11319 -3.12019
H12 2.35626 -0.59847 -1.28905
H13 4.37823 1.61346 -0.56299
H14 2.74593 1.44406 0.09735
H15 2.97838 1.73795 -1.63399

A 9-piece molecular cluster, C25H58F12N6O11PS2 overall, computed with ωB97M-V/def2-TZVPD.

* net charge: +3
* F_max: 3.0 eV/Å
* spin multiplicity: 1
* E: -121877.658 eV
* HOMO energy: -13.32 eV

CARTESIAN COORDINATES (ANGSTROEM)
C1 2.32845 2.29255 1.73626
C2 3.24630 1.36472 2.45720
O1 3.57325 0.27775 2.11701
N1 4.12171 2.07079 3.54745
H1 4.57402 2.88186 3.11485
H2 3.47388 2.36085 4.28246
C3 5.26640 1.20481 4.07172
H3 2.87514 2.63885 0.85195
H4 2.10002 3.14107 2.37867
H5 1.49798 1.70085 1.35019
H6 5.67839 1.80008 4.88440
H7 6.00713 1.06897 3.29462
H8 4.80257 0.30116 4.44861
C4 -3.18042 -0.78733 -3.98197
C5 -1.86358 -1.46174 -4.18071
O2 -1.70119 -2.63404 -4.14326
N2 -0.69474 -0.57149 -4.48093
H9 -0.98046 0.09230 -5.21550
H10 -0.45082 0.13919 -3.77659
C6 0.51528 -1.32578 -4.94098
H11 -3.31218 0.06684 -4.64874
H12 -3.37088 -0.44962 -2.96238
H13 -4.00568 -1.47552 -4.15950
H14 0.25402 -2.18772 -5.54223
H15 1.05485 -1.63306 -4.05070
H16 1.09785 -0.61280 -5.52017
C7 3.34323 -1.27974 -1.04658
C8 4.80685 -0.97595 -1.19185
O3 5.23352 -0.04109 -1.76415
N3 5.81124 -1.94912 -0.61072
H17 6.53550 -1.42272 -0.10546
H18 5.41728 -2.55379 0.11430
C9 6.51646 -2.77614 -1.65953
H19 3.13183 -1.11186 0.01534
H20 3.04669 -2.30062 -1.28786
H21 2.78880 -0.56497 -1.64603
H22 5.74351 -3.24615 -2.26437
H23 7.13530 -3.47508 -1.10357
H24 7.11710 -2.16655 -2.32882
C10 -1.82672 6.27164 -2.94861
C11 -2.92339 5.27328 -2.70076
O4 -3.99599 5.53586 -2.29672
N4 -2.48431 3.81345 -2.62039
H25 -3.21632 3.20652 -3.05097
H26 -1.74085 3.64302 -3.30840
C12 -2.22062 3.37449 -1.22991
H27 -1.42324 6.15576 -3.95483
H28 -1.03585 6.08990 -2.22033
H29 -2.20066 7.28269 -2.82476
H30 -1.21037 3.68342 -0.96025
H31 -2.33946 2.29807 -1.20512
H32 -2.87188 3.89225 -0.53382
C13 0.93939 -5.12162 -2.14564
C14 0.32759 -5.68492 -0.90397
O5 0.34470 -6.79602 -0.51400
N5 -0.43435 -4.68432 -0.05976
H33 -0.42562 -5.14878 0.85456
H34 0.06767 -3.79825 0.02120
C15 -1.88072 -4.56581 -0.45957
H35 1.27986 -4.09289 -2.01428
H36 0.12664 -5.01573 -2.87446
H37 1.72528 -5.75851 -2.53595
H38 -1.88663 -4.02072 -1.40035
H39 -2.40703 -3.99330 0.29584
H40 -2.27835 -5.57321 -0.53963
C16 -1.76947 2.55881 2.95493
C17 -1.94469 1.37885 3.92210
C18 -0.85819 0.32711 3.69794
N6 -1.16023 -1.00486 4.37276
C19 -2.44964 -1.57306 3.82902
C20 -1.21119 -0.91876 5.92016
C21 -0.15984 -1.90984 6.38969
C22 0.91895 -1.84839 5.29151
C23 0.00732 -1.89427 4.06891
H41 -1.74624 2.26061 1.90566
H42 -0.99491 3.26075 3.26309
H43 -2.68264 3.16054 2.98958
H44 -2.96092 1.01827 3.78464
H45 -1.89597 1.78815 4.93336
H46 0.11245 0.65856 4.06632
H47 -0.80926 0.12727 2.62725
H48 -2.65003 -2.47107 4.40697
H49 -2.31280 -1.71513 2.76008
H50 -3.25503 -0.86612 3.99277
H51 -2.25763 -0.90287 6.21556
H52 -0.90430 0.09678 6.18599
H53 -0.60875 -2.89644 6.48510
H54 0.23933 -1.57694 7.34604
H55 1.52884 -2.73771 5.43563
H56 1.55882 -0.96685 5.28884
H57 -0.34679 -2.92710 3.99888
H58 0.42713 -1.72696 3.07768
C24 2.34035 2.43300 -2.73684
F1 2.82571 1.27547 -3.19984
F2 1.86419 2.21154 -1.49120
F3 3.29291 3.34941 -2.62094
S1 1.00566 3.04846 -3.92971
O6 0.41845 4.26322 -3.40343
O7 1.65373 3.19189 -5.22036
O8 -0.03401 2.01418 -3.90511
C25 -5.45645 1.45367 -0.76100
F4 -5.05652 2.59439 -0.15281
F5 -4.38195 0.64070 -0.73130
F6 -6.45603 0.93846 -0.06961
S2 -5.93093 1.80224 -2.54629
O9 -6.94360 2.82480 -2.52638
O10 -4.62830 2.25361 -3.03282
O11 -6.36536 0.53367 -3.08557
P1 -0.77525 -0.87341 -0.50731
F7 -0.05079 -1.98784 -1.48863
F8 -0.85422 -1.96222 0.70913
F9 0.62902 -0.37381 0.14427
F10 -1.68840 0.18864 0.29262
F11 -0.59945 0.20111 -1.69386
F12 -2.16641 -1.38661 -1.17500

An isolated ion of composition C5H11NO2 and charge +1, computed with ωB97M-V/def2-TZVPD.

* net charge: +1
* F_max: 1.7 eV/Å
* spin multiplicity: 2
* E: -10938.728 eV
* HOMO energy (spin up / spin down): -14.29 / -14.26 eV

CARTESIAN COORDINATES (ANGSTROEM)
C1 1.70662 -0.61433 0.45283
C2 2.61481 0.66442 0.47823
O1 3.30591 0.87747 -0.76290
C3 0.49774 -0.23598 -0.34652
N1 -0.71868 0.06654 0.25585
C4 -1.98119 0.36637 -0.36097
C5 -3.08420 -0.57715 0.08330
O2 0.55359 -0.13611 -1.56481
H1 2.28924 -1.34433 -0.11763
H2 1.49871 -1.12114 1.39373
H3 1.90490 1.50224 0.56580
H4 3.45905 0.55036 1.15180
H5 2.76978 0.48647 -1.48622
H6 -0.61749 0.24086 1.25876
H7 -2.21806 1.42305 -0.18795
H8 -1.74659 0.30174 -1.42797
H9 -3.27704 -1.33982 -0.66906
H10 -2.97700 -1.12819 1.01842
H11 -3.98009 0.01752 0.26530